Entry 1:
{"formula": "C70H163N13", "method": "ωB97M-V with the def2-TZVPD basis set", "total_charge": 0, "spin_multiplicity": 1, "homo_lumo_gap_ev": 8.79, "lumo_energy_ev": 0.44, "species": ["N", "C", "H", "H", "C", "C", "C", "N", "H", "H", "H", "H", "H", "H", "H", "H", "C", "H", "H", "N", "N", "N", "C", "C", "H", "H", "N", "H", "C", "H", "H", "H", "H", "H", "C", "H", "C", "H", "C", "H", "H", "H", "C", "H", "C", "H", "H", "C", "H", "H", "C", "H", "H", "C", "H", "H", "H", "H", "H", "C", "H", "H", "H", "H", "H", "H", "C", "C", "C", "C", "H", "H", "C", "H", "H", "C", "C", "H", "N", "C", "H", "H", "H", "H", "H", "H", "C", "C", "H", "C", "H", "C", "C", "H", "H", "C", "C", "H", "C", "C", "H", "H", "C", "H", "H", "C", "H", "C", "H", "H", "H", "H", "H", "H", "H", "H", "H", "H", "H", "H", "C", "H", "H", "H", "C", "C", "H", "H", "H", "C", "H", "H", "H", "H", "C", "C", "H", "H", "C", "H", "H", "H", "H", "H", "H", "H", "H", "H", "H", "H", "N", "H", "C", "C", "C", "H", "H", "H", "C", "H", "H", "H", "H", "C", "H", "C", "N", "C", "H", "N", "C", "H", "H", "H", "H", "H", "H", "H", "C", "H", "H", "H", "H", "H", "H", "H", "H", "H", "H", "H", "C", "C", "H", "H", "C", "H", "C", "H", "H", "H", "H", "H", "H", "N", "C", "C", "C", "C", "N", "H", "C", "C", "H", "H", "H", "H", "H", "H", "C", "H", "H", "H", "C", "H", "C", "H", "H", "H", "H", "H", "H", "C", "H", "H", "H", "C", "C", "H", "H", "H", "H", "N", "H", "C", "H", "H"], "positions_angstrom": [[-10.04492, -10.22232, 29.84035], [-3.46441, -8.89013, 28.61562], [-1.70516, -6.75796, 21.99607], [-9.53673, -7.89041, 26.29379], [-2.96069, -5.53539, 32.36030], [-7.64648, -7.82312, 29.67181], [2.21872, -5.03170, 26.19146], [-0.52631, -5.13461, 31.65586], [2.73502, -11.94431, 31.16271], [-1.04080, -7.52275, 19.85555], [-6.38221, -11.61229, 24.94349], [-4.25841, -10.57549, 23.83356], [0.98174, -9.38349, 27.95038], [-5.55700, -15.39311, 23.16550], [-4.73291, -10.77275, 33.14597], [-10.33854, -4.46239, 26.71687], [0.96855, -10.84058, 29.53063], [-7.53943, -10.34769, 31.95701], [1.02805, -8.80571, 25.63092], [0.05716, -9.92499, 21.33373], [-1.35977, -15.61503, 26.26342], [1.13589, -6.86938, 24.87580], [-3.21635, -4.91360, 24.64646], [-9.40982, -3.92060, 24.75287], [-3.23453, -12.86185, 33.45225], [-2.59609, -8.27839, 30.49562], [-2.80076, -10.77921, 33.97451], [-7.98990, -7.98947, 31.74198], [-5.83061, -13.03515, 31.35207], [-3.64717, -7.39594, 26.63947], [-9.59297, -4.93621, 24.38895], [-1.30110, -6.82009, 29.45786], [-9.47827, -12.96477, 27.93961], [-3.52615, -6.33764, 32.81994], [-4.16336, -4.57752, 23.50773], [1.61997, -3.63799, 32.25384], [2.87563, -9.45779, 29.96809], [-6.44555, -10.93306, 27.94758], [-7.46587, -6.75641, 22.75693], [0.45097, -6.53716, 29.60980], [-8.65706, -8.01977, 29.33397], [-3.75514, -9.13970, 21.87608], [-4.66124, -7.56223, 27.08453], [-3.65759, -8.00275, 23.34610], [-3.53528, -8.19929, 29.91251], [-2.35389, -8.61767, 19.69688], [-6.66213, -7.69464, 26.32801], [1.76018, -7.02966, 22.47821], [3.18716, -8.70373, 30.69355], [-7.91571, -8.51915, 23.75129], [-9.36485, -13.59390, 30.65853], [-6.98017, -10.34176, 30.32093], [-0.59241, -12.05934, 34.66281], [-10.40910, -3.06809, 24.22070], [3.84726, -10.04248, 32.35544], [-5.49760, -13.66848, 24.90612], [-1.02259, -4.24946, 22.87231], [-4.27653, -8.34429, 33.43652], [-1.54040, -11.89688, 25.43472], [-8.17213, -4.90668, 26.70679], [-5.18379, -13.31962, 32.15211], [2.43446, -7.25418, 26.48578], [-12.18001, -5.41473, 22.71308], [0.03566, -2.84295, 23.34658], [-11.30728, -8.23545, 24.69307], [-3.01255, -12.57198, 35.11279], [-9.01967, -10.13583, 30.36409], [-0.50608, -6.08667, 29.37671], [-2.54958, -10.96986, 31.44311], [-7.39723, -8.45560, 30.97954], [-0.78175, -12.89721, 33.00991], [-0.90980, -7.52073, 26.65905], [-2.65987, -12.28140, 34.14648], [-8.44401, -3.57669, 24.36180], [-2.42087, -4.85860, 27.12612], [-9.95508, -15.01944, 30.64744], [-1.18680, -12.74132, 34.02990], [-4.86926, -5.33503, 23.23522], [-11.25866, -2.39895, 23.81539], [-9.39555, -4.05706, 26.30945], [-6.77513, -12.38651, 23.36168], [-6.60906, -10.68612, 23.52467], [0.31668, -11.58260, 29.99080], [-3.90409, -14.94827, 22.59468], [-4.63855, -11.65445, 22.46192], [-0.94791, -13.93180, 30.08615], [-0.55673, -3.71000, 23.72736], [1.66462, -6.48543, 26.17526], [-2.41740, -5.51914, 24.22563], [-4.38081, -8.93047, 34.35299], [-4.93765, -11.46512, 28.64437], [-0.77553, -9.24603, 20.93780], [-4.72982, -10.03651, 26.91713], [2.85560, -7.79974, 24.15258], [-1.05461, -3.31281, 28.32926], [-9.61449, -8.81822, 25.76480], [-2.83175, -13.89784, 29.04558], [-12.67066, -6.98944, 23.27581], [0.73760, -3.00345, 32.26557], [-5.39357, -11.17777, 27.68996], [-2.18771, -9.16258, 32.68938], [-5.75654, -6.28267, 25.76220], [-6.18804, -11.63267, 23.87027], [-2.33242, -2.51609, 23.74270], [-5.32372, -8.68688, 34.79717], [-8.37439, -12.77077, 27.90351], [1.36988, -4.35283, 26.05124], [-3.07881, -8.47877, 22.49585], [-0.61356, -12.01250, 23.92945], [-4.53020, -10.94824, 34.96746], [-6.60761, -7.08997, 22.15375], [-9.31484, -15.67623, 31.24094], [-9.94396, -12.95223, 30.03509], [-2.39076, -2.35289, 27.66529], [-1.99921, -10.55131, 30.63432], [-10.28270, -9.45271, 23.85946], [-1.93306, -4.57363, 30.16709], [-10.93490, -15.03875, 31.12336], [-10.85454, -7.51080, 21.93161], [-7.83528, -14.73747, 28.60983], [-1.52460, -6.05749, 32.28147], [3.04251, -4.83928, 25.50454], [0.28439, -8.56446, 24.08587], [-8.26189, -11.72639, 28.21291], [2.20588, -6.94705, 23.89897], [-7.03076, -13.97936, 31.24880], [1.11840, -7.83151, 22.23608], [-6.58548, -13.42314, 28.83502], [-3.39994, -5.36150, 31.38971], [-7.63229, -13.68034, 28.91135], [-0.31893, -9.12236, 29.16734], [-1.07044, -10.42942, 32.83303], [1.21665, -11.54336, 31.95853], [-9.51643, -13.16579, 31.65795], [2.13414, -11.11311, 31.60370], [-5.70447, -7.34332, 26.00409], [-3.73662, -4.28792, 22.56144], [-7.26659, -4.46322, 26.31725], [-1.56645, -11.75871, 24.36817], [-7.81302, -5.79139, 22.30958], [-7.60389, -14.04603, 32.21173], [-1.68329, -7.54888, 25.07918], [-1.75835, -10.74641, 24.10495], [-3.12235, -4.60325, 32.94587], [-0.60959, -4.17696, 33.49410], [-10.19131, -9.49067, 26.35649], [-3.59178, -10.85610, 31.15400], [-1.16368, -6.30826, 33.24662], [-8.60727, -9.26867, 25.62909], [1.60390, -11.49382, 28.86313], [-7.97431, -13.43305, 30.26408], [-0.15562, -4.10269, 30.00492], [-4.69485, -11.53290, 23.55733], [4.06979, -10.20658, 29.37525], [-0.85667, -4.88733, 30.28049], [-1.32039, -9.03714, 25.94605], [4.51878, -10.95770, 29.97741], [-7.07893, -6.36235, 23.72407], [-1.85415, -14.56892, 30.00579], [-2.25732, -13.73072, 23.93687], [-5.41523, -9.85346, 26.09227], [-7.97667, -12.88672, 26.90459], [-0.51073, -5.73632, 28.30376], [-10.28512, -8.53934, 24.46378], [-6.24443, -12.02587, 31.57097], [-1.52791, -2.91737, 27.39597], [-4.64453, -8.83033, 27.75654], [0.41285, -8.11012, 25.04892], [-4.38346, -8.36953, 30.57027], [-3.89978, -12.55972, 24.25355], [-11.86258, -6.29031, 23.32053], [2.65604, -4.91865, 27.17719], [-2.97782, -13.09264, 27.01371], [-2.66466, -8.51476, 28.02937], [-9.30713, -3.03397, 26.66423], [-5.26930, -13.89353, 22.28856], [-0.78841, -2.29701, 26.91771], [3.15959, -11.23343, 33.48569], [-4.84686, -14.56736, 23.05423], [-3.18092, -6.77881, 21.01526], [2.45201, -8.81677, 29.16006], [-3.49971, -7.12351, 29.74144], [-1.24864, -2.22334, 25.07911], [4.83753, -9.46554, 29.16452], [-3.34273, -9.96400, 28.86268], [-8.71970, -8.50563, 22.12651], [-5.46476, -12.04455, 27.03873], [0.73585, -2.35206, 31.39174], [-8.12783, -4.88617, 27.81354], [0.85327, -2.34308, 33.11648], [2.95054, -10.47155, 32.74576], [-1.87142, -4.11854, 26.54760], [-6.37896, -8.28442, 31.29775], [-4.88756, -6.83877, 27.88064], [-1.69500, -2.99414, 24.48592], [-7.45923, -6.76934, 29.66053], [-0.91859, -8.03463, 25.71716], [-4.72222, -3.68052, 23.85282], [-6.65667, -15.05783, 31.07506], [-0.90679, -4.65200, 26.29501], [-0.41089, -10.44423, 27.95569], [0.76105, -6.50292, 26.87427], [-3.64956, -5.51319, 25.42347], [-9.66224, -7.43010, 23.72808], [-1.67621, -8.22940, 20.42266], [-2.45308, -7.44109, 21.53080], [-10.57680, -6.82826, 22.77252], [-8.46739, -7.89964, 23.03485], [1.70626, -10.15897, 30.58463], [-5.24206, -13.02312, 30.42010], [-4.19105, -10.41656, 34.07522], [-2.16240, -10.30007, 32.73674], [3.77958, -10.66801, 28.42811], [2.88668, -6.10990, 24.06906], [1.16984, -6.13715, 22.24172], [0.07259, -4.39336, 24.29629], [-2.50073, -12.60823, 22.62392], [-8.30693, -5.93510, 26.32987], [-7.72242, -9.89783, 30.98338], [-3.10989, -12.90627, 29.41695], [-3.64244, -8.55596, 35.09746], [-1.44857, -15.52809, 29.57112], [-1.67946, -14.72400, 26.91557], [-10.05034, -5.96171, 22.36076], [-4.56201, -13.84218, 24.36306], [2.55025, -7.04242, 21.75961], [-3.84933, -10.44162, 26.42182], [2.39747, -9.68643, 33.22144], [-2.34110, -9.16372, 22.91734], [-11.73754, -6.02296, 24.38762], [-1.42685, -12.83991, 27.79753], [-2.25091, -13.56772, 27.67201], [-3.74623, -14.50596, 29.01360], [-1.13643, -13.74490, 34.49580], [-9.97610, -15.43357, 29.65866], [-0.51740, -3.87911, 32.44366], [-2.53323, -12.70811, 23.73700], [-5.45206, -7.85549, 25.09176], [-1.42061, -6.92804, 31.62419], [-3.90198, -14.47515, 24.98625], [-6.96716, -8.28929, 28.95200], [-2.59263, -3.76579, 25.33104], [-2.45939, -12.05969, 31.53042], [0.23831, -9.87610, 28.62720], [-2.24489, -14.83465, 30.98449], [-1.42134, -3.27117, 32.11680]], "lowdin_charge": [0.178, -0.255, 0.098, 0.057, -0.078, -0.101, -0.067, -0.191, 0.120, 0.128, 0.053, 0.084, 0.066, 0.075, 0.111, 0.118, -0.287, 0.119, 0.109, 0.172, 0.147, -0.185, -0.242, -0.208, 0.077, 0.058, -0.169, 0.113, -0.083, 0.106, 0.082, 0.030, 0.085, 0.047, -0.070, 0.072, -0.247, 0.061, -0.089, 0.082, 0.067, 0.091, -0.250, 0.075, -0.088, 0.104, 0.058, -0.074, 0.104, 0.084, -0.261, 0.101, 0.084, -0.259, 0.051, 0.093, 0.063, 0.037, 0.050, -0.104, 0.048, 0.127, 0.089, 0.089, 0.108, 0.100, -0.225, -0.058, -0.090, -0.283, 0.059, 0.036, -0.229, 0.127, 0.105, -0.069, -0.092, 0.036, 0.146, -0.221, 0.076, 0.062, 0.089, 0.083, 0.110, 0.071, -0.071, -0.250, 0.084, -0.084, 0.054, -0.243, -0.220, 0.123, 0.056, -0.082, -0.268, 0.059, -0.090, -0.076, 0.116, 0.055, -0.085, 0.110, 0.058, -0.080, 0.054, -0.110, 0.081, 0.114, 0.066, 0.065, 0.067, 0.075, 0.046, 0.122, 0.122, 0.073, 0.129, 0.124, -0.225, 0.061, 0.095, 0.037, -0.260, -0.238, 0.011, 0.080, 0.049, -0.258, 0.059, 0.102, 0.083, 0.114, -0.259, -0.084, 0.061, 0.064, -0.074, 0.075, 0.122, 0.063, 0.028, 0.084, 0.114, 0.066, 0.058, 0.100, 0.070, 0.129, -0.202, 0.096, -0.239, -0.078, -0.281, 0.068, 0.052, 0.049, -0.102, 0.097, 0.088, 0.058, 0.053, -0.256, 0.052, -0.067, -0.159, -0.260, 0.070, -0.182, -0.106, 0.067, 0.090, 0.082, 0.103, 0.067, 0.062, 0.071, -0.081, 0.112, 0.095, 0.063, 0.082, 0.076, 0.104, 0.128, 0.058, 0.063, 0.077, 0.062, -0.067, -0.269, 0.091, 0.121, -0.252, 0.070, -0.085, 0.090, 0.134, 0.103, 0.062, 0.090, 0.076, -0.187, -0.186, -0.224, -0.291, -0.248, -0.165, 0.044, -0.275, -0.235, 0.069, 0.099, 0.075, 0.033, 0.129, 0.053, -0.194, 0.069, 0.094, 0.090, -0.222, 0.100, -0.280, 0.073, 0.104, 0.068, 0.033, 0.083, 0.110, -0.178, 0.115, 0.075, 0.056, -0.254, -0.256, 0.054, 0.084, 0.104, 0.069, -0.166, 0.060, -0.084, 0.066, 0.125]}

=====

Entry 2:
{"formula": "C16H29HgO17S3", "method": "ωB97M-V with the def2-TZVPD basis set", "total_charge": 0, "spin_multiplicity": 2, "homo_lumo_gap_ev": [9.55, 6.48], "lumo_energy_ev": [0.05, -2.85], "species": ["O", "O", "H", "C", "H", "H", "H", "O", "H", "C", "C", "H", "H", "O", "S", "O", "H", "H", "S", "O", "S", "H", "O", "O", "C", "C", "H", "H", "H", "C", "H", "H", "O", "Hg", "O", "C", "O", "H", "H", "C", "O", "C", "H", "O", "H", "H", "H", "O", "O", "H", "C", "C", "O", "H", "C", "C", "C", "C", "H", "C", "H", "H", "H", "H", "H", "O"], "positions_angstrom": [[-28.65588, -8.94359, -33.31464], [-22.54616, -4.27942, -29.15282], [-23.97238, -6.33468, -27.81953], [-31.97967, -5.64875, -27.93121], [-31.69830, -6.04408, -32.81383], [-26.68724, -6.05398, -28.58908], [-27.90113, -8.48393, -30.11824], [-32.46133, -4.49725, -28.08607], [-29.00241, -4.15596, -28.88263], [-32.19188, -8.17961, -32.57230], [-27.49773, -5.69222, -29.22179], [-26.97700, -5.50890, -30.16165], [-25.80704, -3.09851, -23.97304], [-32.05856, -6.70954, -28.75986], [-21.46818, -5.47846, -29.61458], [-30.98029, -8.64385, -32.04723], [-28.30432, -10.58161, -30.96996], [-31.72478, -8.76738, -28.76939], [-29.62352, -7.94517, -32.72347], [-20.33939, -5.59637, -28.66536], [-23.77187, -5.40145, -24.53859], [-26.74529, -12.10418, -28.96825], [-24.04741, -6.77164, -25.01531], [-22.46975, -4.92838, -24.15152], [-25.72078, -4.19881, -25.72066], [-31.38990, -7.59850, -26.85358], [-28.28954, -6.41912, -29.40279], [-32.29243, -8.00413, -26.39641], [-24.45158, -4.51355, -30.16666], [-28.00991, -4.42157, -28.51864], [-24.41800, -4.15272, -28.46098], [-32.59848, -6.68467, -34.13854], [-29.13464, -6.90483, -31.84214], [-26.82578, -1.29311, -29.65322], [-22.66545, -6.71814, -29.41778], [-23.93537, -4.74838, -29.23581], [-26.96643, -10.37690, -26.88129], [-30.30913, -7.88008, -28.65602], [-30.51403, -8.03393, -26.37260], [-27.36566, -10.56905, -30.41602], [-30.49277, -7.22583, -33.91908], [-25.90451, -4.15184, -24.23593], [-32.88614, -7.98868, -31.75397], [-21.10961, -5.23819, -31.01988], [-31.79184, -5.77961, -25.69758], [-26.14226, -5.04347, -26.26565], [-24.60646, -6.81897, -29.49506], [-26.55990, -9.15293, -28.69885], [-27.25817, -3.23030, -28.51543], [-30.34930, -5.75986, -26.62533], [-31.34716, -7.84642, -28.32517], [-27.02132, -10.26320, -28.11084], [-24.95791, -4.88364, -23.52301], [-26.19301, -3.32648, -26.17249], [-27.03462, -9.13698, -30.01439], [-27.48142, -11.31897, -29.14046], [-23.91581, -6.21953, -28.90195], [-31.83493, -6.94845, -33.40675], [-26.73325, -11.17267, -31.06702], [-31.37784, -6.12008, -26.64667], [-32.56770, -8.98250, -33.20652], [-26.25694, -8.78205, -30.69065], [-26.86672, -4.38766, -23.78136], [-28.34895, -4.73858, -27.53241], [-28.43682, -11.78257, -28.89470], [-24.30660, -4.28813, -25.68004]], "lowdin_spin": [0.000, 0.000, 0.000, 0.000, 0.000, 0.001, 0.000, 0.000, 0.018, 0.000, 0.000, 0.000, 0.000, 0.000, 0.000, 0.000, 0.000, 0.000, 0.000, 0.000, 0.000, 0.000, 0.000, 0.000, 0.004, 0.000, 0.000, 0.000, 0.000, 0.043, 0.002, 0.000, 0.000, 0.375, 0.000, 0.001, 0.000, 0.000, 0.000, 0.000, 0.000, 0.000, 0.000, 0.000, 0.000, 0.000, 0.000, 0.000, 0.522, 0.000, 0.000, 0.000, 0.000, 0.005, 0.000, 0.000, 0.000, 0.000, 0.000, 0.000, 0.000, 0.000, 0.000, 0.025, 0.000, 0.001]}